The following is a quantum chemistry calculation of 3 unconnected molecules or ions with the total composition C2H10N3, from the Open Molecules 2025 dataset.

The geometry in XYZ format:
```
15
Properties=species:S:1:pos:R:3:forces:R:3
C -2.2690 -0.5488 0.2278 -1.95 3.49 3.07
C 1.8053 0.2017 0.1681 -1.48 1.60 -1.73
N 0.8267 -0.5868 -0.1339 1.72 1.23 0.53
N 3.0871 -0.0024 0.1281 0.33 -0.76 -0.52
N -1.4024 0.6351 -0.2012 -2.20 -1.00 0.42
H -2.1103 -0.7145 1.3104 0.49 -0.36 -0.64
H -3.3878 -0.2920 0.2694 1.52 -0.21 -0.70
H -2.1391 -1.3847 -0.3450 0.60 -2.09 -1.47
H 1.1396 2.1596 -0.1279 0.90 -2.72 0.66
H -0.0697 -0.0842 -0.2377 -1.23 0.89 0.17
H 0.7584 -1.5654 -0.0412 0.67 -1.40 0.16
H 3.4828 -0.7306 -0.4811 -0.39 0.14 0.61
H 3.7064 0.7503 0.3015 0.50 0.71 0.39
H -1.6601 0.7268 -1.1732 0.01 0.82 -0.28
H -1.7680 1.4360 0.3359 0.50 -0.33 -0.67
```
Positions in Å, forces in eV/Å.

Calculated values
orbital gap (alpha / beta)	9.26 / 8.85	eV
E	-246.0645	Eh
HOMO (alpha / beta)	-14.5 / -14.6	eV
charge	+1
ΔE to the lowest compared entry with this formula, charge and spin	509.7	kJ/mol